1.
Density functional theory data (wB97M-V/def2-TZVPD) for a structure of composition C30H33IrN5O4S3 at a distorted geometry.

Last column: Mulliken charge in e.
CARTESIAN COORDINATES (ANGSTROEM)
Ir: -0.680 -0.769 -0.382  3.377
C: -1.825 1.633 3.405  -1.742
C: -1.583 0.428 2.528  0.548
N: -1.544 0.620 1.236  0.403
N: -1.834 1.805 0.736  -0.936
C: -1.311 2.226 -0.364  0.303
S: 0.024 1.505 -1.194  -0.435
S: -1.771 3.767 -1.030  -0.102
C: -3.553 3.930 -0.594  -1.041
C: -4.382 3.202 -1.600  0.628
C: -4.678 1.858 -1.414  -0.160
C: -5.396 1.162 -2.370  -0.788
C: -5.819 1.802 -3.522  -0.525
C: -5.532 3.145 -3.711  -0.483
C: -4.814 3.842 -2.757  -0.585
C: -1.346 -0.844 3.154  1.104
C: -1.368 -0.899 4.561  -1.188
C: -1.082 -2.034 5.276  -0.990
C: -0.734 -3.211 4.604  -0.500
C: -0.729 -3.228 3.241  -0.642
C: -1.060 -2.080 2.451  0.687
O: -1.092 -2.251 1.196  -0.918
H: -1.962 2.509 2.777  0.348
H: -0.978 1.811 4.065  0.364
H: -2.723 1.494 4.001  0.404
H: -3.733 5.004 -0.617  0.569
H: -3.670 3.531 0.411  0.320
H: -4.333 1.345 -0.529  0.476
H: -5.614 0.118 -2.207  0.481
H: -6.367 1.256 -4.276  0.403
H: -5.865 3.648 -4.608  0.369
H: -4.586 4.889 -2.909  0.370
H: -1.622 -0.011 5.115  0.378
H: -1.121 -2.015 6.356  0.406
H: -0.478 -4.099 5.165  0.419
H: -0.475 -4.124 2.695  0.437
C: 5.775 0.765 0.760  -1.064
C: 5.323 -0.618 1.223  -0.606
N: 3.966 -0.610 1.742  0.090
C: 3.765 -0.627 3.176  -0.988
C: 3.689 0.757 3.814  -0.975
C: 2.928 -0.567 0.889  0.466
S: 1.370 -0.293 1.570  -0.344
N: 3.200 -0.646 -0.397  -0.021
C: 2.371 -0.967 -1.380  -0.188
O: 1.236 -1.491 -1.281  -0.738
C: 2.937 -0.800 -2.743  0.590
C: 2.065 -0.708 -3.825  -0.226
C: 2.555 -0.609 -5.113  -0.805
C: 3.924 -0.605 -5.336  -0.402
C: 4.797 -0.702 -4.263  -0.701
C: 4.309 -0.791 -2.972  -0.256
H: 6.794 0.711 0.382  0.352
H: 5.746 1.479 1.578  0.336
H: 5.122 1.115 -0.035  0.267
H: 5.981 -0.984 2.014  0.394
H: 5.370 -1.311 0.380  0.381
H: 4.585 -1.195 3.624  0.408
H: 2.828 -1.154 3.380  0.512
H: 4.626 1.296 3.707  0.331
H: 3.469 0.650 4.873  0.397
H: 2.895 1.336 3.352  0.237
H: 1.002 -0.703 -3.638  0.404
H: 1.869 -0.527 -5.945  0.413
H: 4.311 -0.532 -6.343  0.382
H: 5.866 -0.704 -4.432  0.410
H: 4.986 -0.871 -2.136  0.331
N: -1.427 -2.553 -1.891  -0.466
C: -2.865 -2.638 -2.033  -0.701
C: -3.608 -1.623 -1.067  0.525
O: -4.763 -1.874 -0.786  -0.685
O: -2.937 -0.613 -0.752  -1.008
H: -0.932 -2.462 -2.771  0.283
H: -1.047 -3.335 -1.371  0.288
H: -3.262 -3.629 -1.812  0.331
H: -3.182 -2.333 -3.033  0.285

- strongest force on any atom (Eh/bohr) = 0.109
- E (a.u.) = -3036.53675
- multiplicity = 2
- Kohn-Sham gap (alpha / beta) (Eh) = 0.189 / 0.203

2.
Density functional theory data (wB97M-V/def2-TZVPD) for a structure of composition C31H28Cl2NO3P2PdS.

Last column: Mulliken charge in e.
CARTESIAN COORDINATES (ANGSTROEM)
Pd: -1.504 -2.310 -0.606  0.011
O: 1.566 -2.418 -0.074  -0.762
P: 1.940 -1.048 -0.482  1.238
C: 1.243 0.246 0.585  -0.935
P: -0.281 1.009 -0.091  0.648
O: -1.233 -0.008 -0.633  -0.730
C: -1.030 1.770 1.377  0.604
C: -2.390 1.547 1.601  -0.639
C: -3.038 2.173 2.654  -0.566
C: -2.337 3.020 3.508  -0.393
C: -0.983 3.243 3.293  -0.655
C: -0.336 2.628 2.233  -0.231
C: 0.207 2.278 -1.173  1.142
C: -0.510 2.465 -2.397  -0.865
C: -0.160 3.443 -3.284  -0.469
C: 0.936 4.318 -3.025  -0.704
C: 1.632 4.160 -1.823  -0.475
C: 1.293 3.190 -0.905  -0.697
C: 1.568 -0.644 -2.204  0.410
C: 2.224 0.406 -2.846  0.120
C: 1.929 0.714 -4.163  -0.829
C: 0.975 -0.035 -4.844  -0.407
C: 0.304 -1.061 -4.199  -0.644
C: 0.589 -1.369 -2.874  -0.346
C: 3.760 -0.819 -0.370  0.206
C: 4.359 -0.379 0.810  -0.438
C: 5.740 -0.342 0.934  -0.650
C: 6.540 -0.753 -0.123  -0.362
C: 5.955 -1.207 -1.298  -0.696
C: 4.575 -1.242 -1.417  -0.376
H: 1.975 1.036 0.765  0.396
H: 0.980 -0.241 1.529  0.524
H: -2.913 0.864 0.942  0.365
H: -4.094 1.993 2.818  0.405
H: -2.842 3.497 4.340  0.368
H: -0.429 3.898 3.956  0.365
H: 0.718 2.819 2.072  0.142
H: -1.324 1.785 -2.621  0.312
H: -0.717 3.539 -4.211  0.366
H: 1.216 5.089 -3.732  0.321
H: 2.466 4.821 -1.601  0.317
H: 1.868 3.113 0.012  0.036
H: 2.943 1.012 -2.307  0.341
H: 2.411 1.558 -4.640  0.298
H: 0.732 0.211 -5.872  0.356
H: -0.474 -1.615 -4.710  0.431
H: -0.009 -2.129 -2.362  0.210
H: 3.742 -0.072 1.645  0.379
H: 6.191 0.006 1.856  0.383
H: 7.620 -0.722 -0.031  0.352
H: 6.576 -1.533 -2.124  0.377
H: 4.118 -1.594 -2.334  0.403
O: -4.954 -2.583 -0.711  -0.737
N: -4.792 -3.162 0.425  0.605
C: -5.674 -2.885 1.419  -0.233
C: -5.601 -3.443 2.672  -0.687
C: -4.558 -4.336 2.937  -0.100
C: -3.655 -4.598 1.937  -0.695
C: -3.721 -4.019 0.654  0.052
S: -2.569 -4.350 -0.565  -0.524
H: -6.437 -2.183 1.117  0.389
H: -6.341 -3.174 3.415  0.359
H: -4.453 -4.802 3.910  0.358
H: -2.813 -5.257 2.103  0.325
Cl: -0.348 -0.592 4.658  -0.243
C: -1.886 -1.102 3.881  -0.211
Cl: -1.658 -1.744 2.252  0.021
H: -2.503 -0.211 3.829  -0.017
H: -2.324 -1.867 4.513  0.383

- strongest force on any atom (Eh/bohr) = 0.008
- E (a.u.) = -3607.73567
- multiplicity = 2
- total charge = -2
- Kohn-Sham gap (alpha / beta) (Eh) = 0.118 / 0.156
- ΔE to the lowest compared entry with this formula, charge and spin (eV) = 0.7260